Entry 1:
A structure of composition C7H28FN14O7V in a non-equilibrium geometry, computed with the ωB97M-V functional and the def2-TZVPD basis.

Structure (XYZ):
```
58
Properties=species:S:1:pos:R:3:forces:R:3
V 0.085214 -0.171891 -0.493201 0.301 -0.524 -2.659
F -0.198900 -1.037987 -2.293446 0.297 0.984 2.541
C 0.154356 2.558702 -2.377759 -0.897 -0.178 -0.858
O 0.476185 1.539088 -1.775955 0.507 0.404 0.439
N -0.741122 2.529486 -3.388955 -0.148 -0.240 0.256
N 0.618454 3.803979 -2.125504 0.969 -0.131 1.155
H -1.057578 1.602070 -3.623148 0.113 0.115 -0.388
H -0.715862 3.293206 -4.040440 -0.330 -0.313 -0.376
H 1.386571 3.866992 -1.476908 -0.111 0.190 0.001
H 0.295832 4.645391 -2.566246 -0.019 -0.115 -0.220
C -0.862042 2.611223 1.260501 0.742 2.203 0.508
O -0.595610 1.654367 0.553601 -0.597 -0.258 0.379
N -0.937907 3.892390 0.790360 -0.057 -0.800 -0.972
N -0.956689 2.648396 2.623597 -0.063 -1.909 0.201
H -1.107439 4.653571 1.415829 -0.149 0.245 -0.172
H -0.973932 4.012252 -0.208722 0.085 0.248 0.131
H -1.078533 1.768618 3.095848 0.090 0.185 0.040
H -1.212012 3.472631 3.130407 -0.139 0.107 -0.045
C -2.196244 -1.907522 1.278981 -0.009 -0.571 -0.634
O -1.267727 -1.290487 0.755809 -0.405 -0.015 0.352
N -2.829380 -2.969689 0.707389 0.573 0.155 -0.667
N -2.681174 -1.648513 2.498564 -0.344 0.766 1.524
H -2.575630 -3.155408 -0.250658 -0.172 -0.006 0.020
H -3.772434 -3.175296 0.986551 -0.022 -0.114 -0.086
H -3.227826 -2.321117 3.008223 -0.069 -0.107 -0.224
H -2.409542 -0.851662 3.046717 0.328 -0.004 -0.323
C 3.262119 -0.232074 -1.479772 -1.175 -1.450 1.117
O 2.218033 -0.007890 -0.853312 0.268 0.601 -0.112
N 3.645269 -1.505100 -1.772907 0.846 -0.304 -0.362
N 4.142350 0.708494 -1.810127 0.455 0.591 -0.492
H 4.571229 -1.625103 -2.152902 -0.040 -0.003 -0.130
H 3.389130 -2.292098 -1.200579 -0.717 0.230 0.013
H 3.872646 1.676765 -1.787769 -0.019 -0.073 -0.086
H 4.892784 0.413691 -2.411144 0.161 0.489 -0.021
C 1.773587 -0.322797 2.387928 0.981 0.491 -0.893
O 1.064678 -0.058129 1.421880 -0.035 0.087 0.806
N 3.034525 -0.840737 2.340268 0.110 -0.637 -0.033
N 1.434032 0.009458 3.648340 -1.016 -0.062 0.301
H 3.651117 -0.856717 1.548266 -0.442 0.267 -0.307
H 3.440761 -1.104486 3.218559 0.327 0.093 -0.037
H 0.453516 0.191767 3.782743 0.172 -0.058 0.288
H 1.967729 -0.361847 4.412722 -0.157 0.135 0.258
C 1.351229 -3.359853 0.122013 -0.225 0.442 -1.231
O 1.040578 -2.182056 -0.072080 0.263 -0.868 0.330
N 2.551937 -3.706234 0.632851 1.043 0.137 0.689
N 0.633532 -4.408431 -0.326871 -0.614 -0.404 0.166
H 3.121724 -3.005146 1.070417 -0.270 0.129 0.147
H 2.891024 -4.648610 0.721536 -0.295 -0.090 -0.149
H 0.727771 -5.300339 0.128561 -0.010 -0.074 -0.200
H -0.207084 -4.241560 -0.852815 0.056 0.141 0.078
C -3.311470 0.728653 -1.342657 0.488 0.212 1.202
O -2.132089 0.445204 -1.132063 -0.286 0.047 -0.534
N -4.206295 0.862658 -0.328469 -0.140 -0.204 -0.019
N -3.826868 1.021982 -2.542681 0.391 -0.141 -0.543
H -3.911513 0.700492 0.616157 -0.133 -0.108 -0.043
H -5.170811 1.000570 -0.567950 -0.121 0.050 0.510
H -3.172717 1.104672 -3.298241 -0.399 -0.135 -0.248
H -4.811496 1.171996 -2.651347 0.061 0.155 -0.387
```
Positions in Å, forces in eV/Å.

Summary:
* 2S+1: 3
* E: -71309.08929 eV
* relative energy (zero: lowest compared OMol25 entry of this formula, charge and spin): 11.8 kcal per mole
* <S²>: 2.0060
* total charge: +2

Entry 2:
A cluster of 7 separate species, C7H28N14O7 in total in a non-equilibrium geometry, computed with the ωB97M-V functional and the def2-TZVPD basis.

Structure (XYZ):
```
56
Properties=species:S:1:pos:R:3:forces:R:3
C 9.331504 -15.855317 20.486794 3.146 -0.312 -1.651
O 8.679373 -14.948354 20.877289 -2.569 3.773 2.147
N 8.870654 -16.922608 19.989091 -3.561 -5.554 -2.155
N 10.643080 -15.825028 20.314345 1.444 3.064 1.803
H 9.554597 -17.562885 19.611760 -0.652 -0.096 -0.227
H 7.936540 -16.854337 19.611121 -0.057 -0.631 0.133
H 11.289278 -16.450506 19.854669 0.033 0.046 0.193
H 10.826981 -14.913143 20.707719 2.018 -0.201 -0.168
C 10.963502 -11.387795 18.961861 4.134 0.347 -1.023
O 12.059406 -10.965097 18.547905 -0.894 -1.126 -0.234
N 10.174037 -10.639218 19.642290 -2.445 3.770 2.096
N 10.450646 -12.595811 18.934369 -0.606 -4.036 -0.973
H 10.500557 -9.689453 19.749169 -0.725 -0.056 0.224
H 9.261111 -10.999544 19.880717 0.181 0.997 0.237
H 9.650578 -12.759108 19.528782 0.291 -0.489 -0.191
H 10.959770 -13.423519 18.659036 0.056 0.353 -0.059
C 8.557669 -14.056110 24.823107 -0.787 -1.354 1.520
O 8.893828 -13.814430 25.940283 0.580 1.922 2.746
N 7.329016 -14.067168 24.349100 -4.866 1.953 0.453
N 9.214702 -14.805519 24.035884 5.125 -2.705 -4.170
H 7.092341 -13.957058 23.373415 -0.132 -0.070 0.494
H 6.667219 -14.022070 25.110734 -0.580 0.508 -0.755
H 10.204494 -14.945911 24.179785 -0.152 0.050 -0.318
H 8.756240 -15.045992 23.168653 0.888 -0.296 -0.087
C 4.699671 -16.828528 18.927791 -2.498 0.286 3.446
O 4.058475 -17.456880 19.777773 1.366 -0.390 -0.667
N 5.605282 -15.893304 19.279187 1.123 0.130 -0.065
N 4.316242 -16.793614 17.662938 0.112 -0.287 -2.153
H 5.972003 -15.291327 18.555841 0.297 0.089 0.731
H 5.781885 -15.799650 20.269208 0.133 0.409 -0.337
H 3.883035 -17.648872 17.345194 -0.146 0.693 -0.417
H 4.610229 -16.002745 17.107780 -0.266 -0.744 -0.500
C 13.503907 -18.329885 21.433179 -0.263 4.818 -2.491
O 13.213249 -17.141318 21.204326 -0.624 -0.424 0.491
N 13.706892 -19.225605 20.559765 -0.298 -3.688 -6.003
N 13.900778 -18.788027 22.530251 1.072 -0.158 7.307
H 13.347242 -19.079565 19.627337 0.324 -0.261 -0.061
H 14.179670 -20.068810 20.852301 -0.401 0.101 -0.944
H 14.142683 -19.764081 22.624631 -0.149 0.673 0.893
H 13.849464 -18.064632 23.233211 0.434 -0.879 0.862
C 12.814905 -16.149346 17.944236 3.500 5.285 0.909
O 12.372558 -17.152497 18.292121 -3.796 -7.516 0.872
N 13.381867 -15.377357 18.877191 1.037 1.910 1.744
N 12.924952 -15.652103 16.742001 -0.583 0.392 -3.658
H 13.584652 -15.852424 19.745107 -0.172 0.103 0.300
H 13.746841 -14.447156 18.730128 -0.002 -0.307 -0.066
H 12.603877 -16.243804 15.989076 0.090 0.490 -0.091
H 13.396058 -14.776194 16.566058 -0.162 -0.428 -0.119
C 5.821622 -20.185331 18.243147 0.522 2.208 -2.491
O 5.230853 -20.617712 19.118634 -4.937 -4.191 5.214
N 6.999683 -19.716957 18.416366 6.774 2.268 0.704
N 5.412547 -19.915418 17.015407 -2.276 0.219 -3.608
H 7.475472 -19.871333 19.293799 -0.282 0.168 -0.174
H 7.327268 -18.974199 17.815456 0.319 -0.335 0.345
H 6.007222 -19.390305 16.390337 -0.385 -0.274 0.081
H 4.416333 -19.882335 16.852438 0.264 -0.216 -0.088
```
Positions in Å, forces in eV/Å.

Summary:
* E: -42908.91856 eV
* SMILES string: NC(N)=O.NC(N)=O.NC(N)=O.NC(N)=O.NC(N)=O.NC(N)=O.NC(N)=O
* relative energy (zero: lowest compared OMol25 entry of this formula, charge and spin): 145.0 kcal per mole

Entry 3:
A structure of composition C7H28N2NiO13 in a non-equilibrium geometry, computed with the ωB97M-V functional and the def2-TZVPD basis.

Structure (XYZ):
```
51
Properties=species:S:1:pos:R:3:forces:R:3
Ni -1.490835 0.920280 -1.638249 0.516 0.794 1.224
N -2.636222 3.218148 0.126985 0.692 0.706 0.066
O -1.588085 3.849032 0.224722 0.078 -0.111 -0.098
O -3.656490 3.513720 0.714469 -0.112 -0.297 -0.007
O -2.667781 2.203311 -0.674047 -0.953 -0.833 -0.758
N 0.563749 0.453361 0.432060 0.048 -1.044 -0.830
O 1.374319 0.465796 -0.499567 0.051 0.454 0.459
O -0.675906 0.530047 0.143455 -0.304 0.155 0.240
O 0.872964 0.242774 1.590370 -0.074 0.412 -0.008
C -0.996901 -2.602953 1.648510 0.585 0.710 -0.591
O -1.095007 -3.589266 0.610904 -0.350 -0.049 0.156
H 0.044569 -2.488130 1.953943 -0.115 -0.153 0.368
H -1.283163 -1.624595 1.249634 -0.076 -0.042 0.076
H -1.631300 -2.804218 2.505327 0.031 -0.422 -0.047
H -0.220181 -3.715237 0.239078 0.021 -0.081 0.095
C -3.581916 -0.657222 0.040498 -1.073 0.167 0.007
O -2.924451 -0.515234 -1.238137 0.104 -0.140 -0.029
H -3.418814 -1.635230 0.486823 0.556 0.075 -0.023
H -3.287705 0.181302 0.657772 0.313 -0.138 0.085
H -4.664428 -0.574540 -0.093950 0.085 0.159 -0.197
H -3.303503 -1.146671 -1.854405 0.092 0.002 -0.076
C -0.212097 -1.740217 -2.263234 0.167 0.051 0.243
O -0.268835 -0.355237 -2.692850 -0.276 -0.842 -0.121
H -0.495626 -1.777768 -1.215516 -0.172 0.095 -0.041
H -0.893561 -2.348524 -2.856877 0.003 -0.006 0.007
H 0.807162 -2.116727 -2.340625 0.026 0.124 -0.159
H 0.214838 -0.304842 -3.522087 -0.007 0.414 -0.009
C 0.967131 2.645654 -2.767282 0.210 -0.011 -0.656
O -0.386215 2.496820 -2.305506 0.403 0.093 -0.471
H 0.976158 2.766180 -3.855615 -0.067 -0.028 0.041
H 1.440595 3.526452 -2.337443 -0.123 -0.064 0.279
H 1.539098 1.756715 -2.526331 -0.251 0.028 0.216
H -0.848430 3.316036 -2.512745 -0.257 -0.021 0.462
C 3.303324 -1.531809 3.194724 -0.090 -0.019 -0.297
O 2.506423 -0.476871 3.696690 -0.036 -0.029 -0.026
H 2.811340 -2.082135 2.382225 -0.192 -0.089 0.248
H 4.247637 -1.193412 2.750084 0.028 0.183 0.314
H 3.497101 -2.198589 4.032518 0.147 -0.137 -0.133
H 1.940426 -0.157453 2.985036 0.466 0.096 -0.041
C -1.771951 0.439287 3.565078 0.939 0.139 0.258
O -0.828884 -0.534355 4.017526 -0.523 -0.412 -0.014
H -2.774375 0.246929 3.939193 0.081 -0.362 0.117
H -1.426279 1.385721 3.988208 -0.420 0.360 -0.430
H -1.767666 0.445138 2.474630 -0.200 0.365 -0.019
H -0.010885 -0.336529 3.549161 -0.043 -0.102 0.177
C 4.209398 0.769666 -2.861142 0.833 0.307 -0.029
O 3.243080 -0.156082 -2.444472 -0.368 -0.091 -0.101
H 4.882382 0.292193 -3.574471 -0.284 -0.097 -0.164
H 3.778819 1.662301 -3.330349 -0.018 -0.043 -0.030
H 4.876075 1.096691 -2.053195 -0.279 0.029 0.147
H 2.710884 0.240271 -1.741513 0.187 -0.256 0.120
```
Positions in Å, forces in eV/Å.

Summary:
* 2S+1: 3
* E: -78344.53642 eV
* relative energy (zero: lowest compared OMol25 entry of this formula, charge and spin): 0.0 kcal per mole
* <S²>: 2.0036

Entry 4:
A cluster of 8 separate species, C7H28N7O10 in total in a non-equilibrium geometry, computed with the ωB97M-V functional and the def2-TZVPD basis.

Structure (XYZ):
```
52
Properties=species:S:1:pos:R:3:forces:R:3
N -0.427226 -0.745507 -0.899668 -0.158 2.389 -0.329
O -1.451756 -1.350197 -1.059548 -3.249 -1.766 -1.622
O -0.115516 0.257503 -1.541628 -0.231 1.680 -2.598
O 0.277544 -1.014207 0.007472 3.642 -2.193 4.499
C -1.998706 -1.153957 5.819612 -0.066 0.925 -0.954
O -1.102836 -1.452877 6.853802 0.192 -0.870 0.210
H -2.559266 -1.959927 5.346012 -0.214 -0.557 0.733
H -2.655766 -0.372947 6.202242 -0.398 0.088 -0.541
H -1.440496 -0.801397 4.952312 0.250 0.485 0.291
H -1.635526 -1.876227 7.531012 0.243 -0.073 0.250
C -2.256826 -6.914467 1.637892 -0.007 -2.119 0.070
O -3.511866 -6.287317 1.556302 0.522 1.274 0.205
H -1.330976 -6.421917 1.935052 -0.443 1.074 0.000
H -2.393296 -7.686897 2.394742 0.139 -0.295 -0.123
H -2.071746 -7.393007 0.676202 0.336 -0.238 -0.033
H -3.314826 -5.451147 1.127812 -0.533 0.340 -0.131
C 3.887734 1.471183 -5.737428 -1.103 -0.360 1.058
O 4.332454 1.033503 -4.381278 0.702 0.969 -2.267
H 2.943624 0.948993 -5.892588 0.197 -0.244 -0.556
H 3.644704 2.508603 -5.967178 -0.034 0.659 1.384
H 4.580164 1.352923 -6.570878 0.576 -1.238 0.718
H 3.712994 1.306763 -3.700688 -0.364 0.187 -0.322
C 6.217374 -1.661157 2.096402 0.378 -0.606 -0.333
O 5.733644 -2.842337 1.416602 0.089 0.855 0.585
H 6.409424 -0.844277 1.400752 0.088 -0.030 -0.115
H 5.594434 -1.260667 2.896182 -0.478 -0.337 -0.055
H 7.155594 -1.969217 2.557852 0.042 0.126 -0.078
H 5.031174 -2.573187 0.820202 -0.144 -0.005 -0.009
C 3.239514 3.623493 2.359882 0.976 0.094 2.274
O 3.786354 4.364643 3.207522 -1.050 -0.679 -1.975
N 3.188634 3.669423 1.048162 1.458 3.145 -3.784
N 2.637014 2.485493 2.639782 -2.156 -3.832 3.652
H 3.572394 4.499763 0.619972 -0.083 -0.275 -0.222
H 2.666634 3.031703 0.464272 0.080 0.304 0.380
H 2.393734 2.218623 3.583022 0.462 0.503 0.070
H 2.297324 1.769053 2.014152 0.230 0.636 -0.454
C -4.068996 4.566853 1.370262 2.639 1.632 1.986
O -3.637336 5.712703 1.507522 -0.585 -0.339 -0.086
N -5.105446 4.254843 0.647332 -2.601 -0.287 -2.180
N -3.518516 3.519583 2.028402 0.901 -1.923 1.147
H -5.495416 3.323373 0.627722 0.010 0.438 0.002
H -5.575286 5.040813 0.221172 -0.013 -0.453 -0.150
H -3.477866 2.576713 1.668632 -0.354 0.278 -0.196
H -2.955166 3.625463 2.859982 0.038 0.641 -0.552
C -2.617886 -0.691847 -6.551628 -2.547 0.210 -1.470
O -3.020546 -0.676607 -7.691718 0.282 -0.104 -2.472
N -2.612176 0.396903 -5.835078 0.745 4.942 2.123
N -2.567286 -1.772797 -5.837428 1.218 -2.845 1.514
H -2.113176 0.574263 -4.975058 0.024 -0.583 -0.016
H -2.927336 1.253123 -6.268268 0.238 -0.378 -0.261
H -2.533476 -1.599517 -4.842978 -0.073 -1.180 -0.060
H -2.809916 -2.612687 -6.343198 0.185 -0.069 0.791
```
Positions in Å, forces in eV/Å.

Summary:
* E: -38615.66700 eV
* relative energy (zero: lowest compared OMol25 entry of this formula, charge and spin): 113.3 kcal per mole
* total charge: -1

Entry 5:
A cluster of 7 separate species, C7H28NO6 in total in a non-equilibrium geometry, computed with the ωB97M-V functional and the def2-TZVPD basis.

Structure (XYZ):
```
42
Properties=species:S:1:pos:R:3:forces:R:3
C -2.567739 -0.061977 0.268528 0.034 -2.655 -2.673
C -1.231083 -0.481665 -0.455159 1.846 3.964 6.550
C -0.331280 -0.781492 0.955661 3.012 -1.250 -3.470
C 0.476825 -2.147070 0.876652 -1.287 1.796 0.550
C 1.617389 -2.232035 0.186062 0.846 -0.109 -0.391
C 2.373438 -1.160606 -0.562809 -1.428 0.418 -2.147
C -0.042591 -3.159613 1.841079 -0.091 -2.761 0.170
N -0.368752 0.770539 -0.848954 0.107 2.648 -1.097
H -2.377326 0.763190 0.859915 0.280 1.795 1.270
H -2.844606 -0.947806 0.925465 -0.129 1.526 -1.100
H -3.324205 0.157153 -0.501281 -0.140 -0.115 0.644
H -1.326278 -1.134213 -1.236793 0.170 -1.776 -1.730
H 0.475820 0.028215 1.074210 -1.275 -1.371 -0.341
H -0.932610 -0.594755 1.803202 -0.713 -0.773 0.521
H 2.178261 -3.166920 -0.051067 -0.872 0.236 1.129
H 3.420520 -1.031393 -0.324186 0.153 -0.185 0.560
H 1.915578 -0.129468 -0.643908 0.657 -1.322 0.436
H 2.401513 -1.570717 -1.622557 0.053 0.796 0.882
H -0.316007 -2.680893 2.786301 0.415 0.007 -0.008
H -0.948313 -3.858564 1.662781 1.222 1.377 -0.482
H 0.792410 -3.886856 1.988500 -0.712 0.445 0.377
H 0.011914 1.261390 0.083372 -0.988 -0.953 -2.020
H 0.517414 0.544187 -1.472426 -2.486 0.522 1.271
H -0.919383 1.619136 -1.296080 1.244 -2.564 0.345
H 0.602384 0.575013 3.876918 -0.603 0.182 -0.538
H -0.920246 0.476839 3.631056 0.637 0.215 -0.117
O -0.083831 0.732456 3.191619 -0.017 -0.024 1.714
H 2.926791 1.096549 -3.560268 1.437 0.458 -3.218
H 3.158339 1.813044 -2.146764 1.199 1.438 0.013
O 2.766707 1.152744 -2.672239 -2.716 -1.767 3.098
H -2.376282 -2.689837 0.818616 0.571 0.130 0.389
H -2.817335 -3.698751 -0.146790 0.636 -1.651 -1.819
O -3.146906 -3.155764 0.521292 -1.224 1.123 1.337
H -0.162316 3.580364 -1.170062 0.343 -0.291 -0.104
H -0.083390 4.966554 -0.847038 -0.910 2.265 0.252
O 0.482193 4.233870 -0.879280 0.795 -1.611 -0.498
H -0.217135 2.488437 -4.418524 -0.238 -0.073 0.109
H 0.880129 1.961519 -3.534721 0.601 -0.077 0.275
O -0.071737 1.971501 -3.616002 -0.400 0.183 -0.134
H -0.325013 2.634008 2.126637 -0.109 -0.910 -1.563
H 0.732684 3.116606 1.351771 4.096 2.720 -0.280
O 0.004058 2.627081 1.177272 -4.013 -2.007 1.841
```
Positions in Å, forces in eV/Å.

Summary:
* E: -21479.02438 eV
* relative energy (zero: lowest compared OMol25 entry of this formula, charge and spin): 84.8 kcal per mole
* total charge: +1